1.
# C60H57F9O2

11 unconnected molecules or ions with the total composition C60H57F9O2 in a non-equilibrium geometry (the ωB97M-V functional and the def2-TZVPD basis, the OMol25 dataset).

SMILES: Fc1ccccc1.Fc1ccccc1.Fc1ccccc1.Fc1ccccc1.Fc1ccccc1.Fc1ccccc1.Fc1ccccc1.Fc1ccccc1.Fc1ccccc1.CC(C)=O.CC(C)=O
E_LUMO: 0.3 eV
Relative energy (zero: lowest compared OMol25 entry of this formula, charge and spin): 48.62 kcal per mole
Total energy: -91693.1121 eV
Orbital gap: 9.31 eV

Cartesian coordinates (Å):
1 F 7.920 -4.689 -6.909
2 F 1.542 -9.224 4.197
3 F -8.626 -2.378 -3.254
4 F 3.261 -1.915 9.970
5 F -4.713 -0.469 4.031
6 F 1.750 3.420 -7.804
7 F -3.000 -6.496 1.140
8 F 0.553 -2.171 0.740
9 F 7.045 7.455 -1.371
10 O -2.819 5.110 -3.164
11 O 0.292 6.618 3.254
12 C 6.916 -2.750 -7.826
13 C 3.402 9.375 -1.309
14 C 4.691 7.362 -1.189
15 C 0.369 1.036 -0.885
16 C 3.719 -9.870 3.590
17 C 4.825 -9.793 2.780
18 C 4.533 10.112 -1.604
19 C 0.576 -1.290 -0.270
20 C 2.307 -4.344 7.444
21 C -5.341 -0.166 -2.007
22 C 2.574 -8.221 2.249
23 C 5.734 -2.015 -8.122
24 C -3.798 -7.518 4.567
25 C -3.431 -1.560 5.767
26 C -2.756 6.147 -2.498
27 C 2.841 -2.176 6.408
28 C 2.628 -9.061 3.383
29 C -5.647 -1.089 7.484
30 C -5.404 -1.565 -1.752
31 C 6.787 -3.936 -7.138
32 C 4.472 -2.475 -7.784
33 C 0.104 7.255 4.246
34 C 5.781 9.461 -1.653
35 C 4.384 -3.662 -7.086
36 C -4.847 -8.374 4.260
37 C 3.446 7.983 -1.030
38 C -5.670 -0.682 6.216
39 C -3.578 -7.147 2.153
40 C -7.478 -0.345 -3.101
41 C -3.193 -6.904 3.476
42 C -3.420 -1.925 7.091
43 C 0.827 -1.677 -1.544
44 C 5.546 -4.426 -6.822
45 C -0.326 5.690 -10.640
46 C -4.738 -7.884 1.909
47 C 0.735 4.854 -11.022
48 C 0.291 0.016 0.100
49 C -4.594 -0.889 5.325
50 C -6.378 0.460 -2.632
51 C 1.111 4.183 -8.741
52 C -5.328 -8.531 2.963
53 C 0.031 4.998 -8.317
54 C 4.858 -8.834 1.764
55 C -4.477 -1.703 7.940
56 C 3.746 -8.034 1.473
57 C -6.515 -2.344 -2.156
58 C 5.851 8.087 -1.399
59 C -0.106 8.780 4.162
60 C 1.421 4.035 -10.104
61 C -0.156 6.592 5.543
62 C -2.440 7.491 -3.089
63 C 0.552 0.654 -2.228
64 C 2.960 -2.453 8.812
65 C -0.660 5.816 -9.257
66 C 0.850 -0.727 -2.559
67 C -3.184 6.185 -1.021
68 C 2.475 -3.521 6.317
69 C 2.491 -3.844 8.705
70 C -7.536 -1.695 -2.819
71 C 3.107 -1.684 7.691
72 H -6.391 -1.014 8.263
73 H -1.155 9.070 4.218
74 H -6.335 1.532 -2.749
75 H -1.443 6.433 -8.841
76 H 0.207 9.161 5.134
77 H 1.890 -5.330 7.303
78 H -1.737 8.069 -2.489
79 H -0.162 5.009 -7.255
80 H 0.522 1.419 -2.990
81 H -4.364 -2.110 8.934
82 H -2.687 -1.814 5.027
83 H 2.300 -4.422 9.597
84 H 0.289 2.091 -0.669
85 H 3.278 -0.626 7.824
86 H 1.722 -7.597 2.022
87 H 2.445 9.872 -1.350
88 H -5.008 -8.057 0.877
89 H 0.106 0.291 1.128
90 H 4.474 11.183 -1.725
91 H -6.084 -9.270 2.739
92 H -0.843 7.099 6.220
93 H -3.320 8.113 -3.255
94 H 3.536 -1.998 -8.033
95 H 6.647 10.034 -1.949
96 H -0.652 5.623 5.491
97 H -2.410 -6.170 3.598
98 H 0.360 9.343 3.353
99 H 2.314 -3.974 5.350
100 H -3.927 6.966 -0.863
101 H 3.881 -7.320 0.675
102 H 2.552 7.430 -0.781
103 H 0.794 6.502 6.071
104 H -2.321 6.291 -0.364
105 H -2.534 -2.445 7.424
106 H 3.389 -4.048 -6.920
107 H 5.704 -8.870 1.093
108 H 5.872 -1.137 -8.735
109 H -3.409 -7.317 5.554
110 H 2.918 -1.563 5.522
111 H -6.640 -3.392 -1.930
112 H 5.706 -10.390 2.962
113 H 7.903 -2.370 -8.047
114 H -5.311 -8.852 5.110
115 H -8.342 0.134 -3.536
116 H 0.982 4.703 -12.062
117 H -6.544 -0.158 5.857
118 H -4.572 -1.991 -1.212
119 H -3.625 5.217 -0.779
120 H 5.451 -5.401 -6.369
121 H 2.285 3.415 -10.293
122 H 1.045 -0.989 -3.588
123 H -4.499 0.441 -1.710
124 H -1.989 7.289 -4.061
125 H 3.778 -10.585 4.397
126 H 4.781 6.291 -1.083
127 H -0.897 6.208 -11.397
128 H 0.921 -2.734 -1.746

Atom charges from the Löwdin analysis, given in e for atoms 1 to 5:
1 F 0.031
2 F 0.038
3 F 0.045
4 F 0.084
5 F 0.039

2.
# C60H65N13O8

13 unconnected molecules or ions with the total composition C60H65N13O8 in a non-equilibrium geometry (the ωB97M-V functional and the def2-TZVPD basis, the OMol25 dataset).

E_LUMO: -0.7 eV
Total energy: -99011.1370 eV
Orbital gap: 7.10 eV

Cartesian coordinates (Å):
1 O 22.388 15.035 10.575
2 O 18.331 17.939 12.770
3 O 19.181 12.104 12.148
4 O 23.148 16.643 9.356
5 O 20.527 9.506 13.633
6 O 21.227 11.861 11.567
7 O 21.480 9.873 15.459
8 O 18.673 16.440 14.262
9 N 22.208 16.117 10.003
10 N 9.307 18.370 11.191
11 N 14.407 15.183 7.397
12 N 13.747 7.760 16.714
13 N 11.910 18.577 15.348
14 N 13.896 13.095 13.067
15 N 15.372 11.264 9.740
16 N 20.378 12.188 12.400
17 N 12.238 10.661 11.254
18 N 20.471 9.633 14.853
19 N 19.090 17.301 13.487
20 N 11.046 15.348 14.365
21 N 15.585 13.718 15.960
22 C 13.153 8.930 16.931
23 C 23.257 17.938 13.351
24 C 9.924 15.151 13.630
25 C 18.142 17.317 9.534
26 C 19.153 9.736 15.495
27 C 20.786 12.580 13.775
28 C 16.066 12.604 12.978
29 C 15.179 9.929 9.912
30 C 15.926 14.976 16.355
31 C 21.433 16.525 13.699
32 C 10.268 16.644 10.259
33 C 17.967 9.824 17.598
34 C 15.140 12.974 17.019
35 C 15.527 13.635 18.171
36 C 15.359 15.330 8.355
37 C 19.115 9.738 16.886
38 C 9.122 14.187 14.171
39 C 11.532 10.423 12.389
40 C 20.501 17.737 9.220
41 C 9.064 17.306 10.335
42 C 19.903 12.961 14.783
43 C 21.024 18.717 12.827
44 C 13.481 17.271 16.272
45 C 18.012 9.993 14.761
46 C 12.900 18.482 14.435
47 C 14.686 15.314 9.596
48 C 21.627 13.166 16.425
49 C 20.270 13.117 16.115
50 C 12.281 17.813 16.419
51 C 13.318 15.076 9.354
52 C 14.774 12.092 13.189
53 C 15.956 14.938 17.744
54 C 14.650 11.615 8.615
55 C 10.886 12.397 11.529
56 C 13.149 15.113 7.980
57 C 13.254 9.541 15.713
58 C 10.632 11.454 12.543
59 C 10.993 14.481 15.413
60 C 13.812 8.691 14.769
61 C 11.838 11.830 10.726
62 C 18.445 16.076 10.180
63 C 14.338 9.447 8.938
64 C 10.561 18.296 11.714
65 C 14.548 14.304 12.911
66 C 16.745 9.961 16.854
67 C 22.525 12.913 15.382
68 C 14.011 10.562 8.097
69 C 22.809 16.721 13.741
70 C 16.833 10.142 15.470
71 C 9.858 13.710 15.308
72 C 22.144 12.538 14.097
73 C 19.198 18.158 9.078
74 C 22.429 18.918 12.899
75 C 20.796 16.514 9.874
76 C 20.531 17.515 13.371
77 C 14.150 7.532 15.440
78 C 19.737 15.660 10.326
79 C 15.918 14.044 12.956
80 C 11.210 17.188 11.162
81 C 13.860 17.671 14.987
82 H 12.280 12.068 9.769
83 H 12.892 18.983 13.478
84 H 22.875 12.152 13.402
85 H 17.124 17.669 9.449
86 H 12.867 10.528 15.503
87 H 14.409 11.100 13.414
88 H 14.875 11.944 16.833
89 H 14.639 6.598 15.206
90 H 16.993 12.051 12.921
91 H 8.668 19.085 11.509
92 H 13.478 10.537 7.158
93 H 15.996 11.795 10.330
94 H 14.019 16.601 16.927
95 H 11.028 19.059 15.252
96 H 13.802 7.128 17.500
97 H 9.938 11.653 13.345
98 H 9.444 12.981 15.989
99 H 18.081 9.975 13.683
100 H 8.107 17.049 9.906
101 H 12.853 9.999 10.802
102 H 19.505 13.338 16.845
103 H 23.487 15.926 14.013
104 H 18.868 13.028 14.482
105 H 14.653 12.642 8.280
106 H 11.769 14.409 16.161
107 H 21.284 18.417 8.918
108 H 15.715 9.487 10.739
109 H 15.436 13.325 19.202
110 H 13.992 15.218 12.764
111 H 20.043 9.620 17.426
112 H 17.887 9.622 18.656
113 H 14.052 8.899 13.737
114 H 12.234 15.065 7.409
115 H 10.554 15.805 9.644
116 H 12.236 16.893 11.323
117 H 18.868 19.062 8.587
118 H 14.804 17.511 14.487
119 H 15.895 10.239 14.944
120 H 8.142 13.801 13.935
121 H 13.923 8.452 8.867
122 H 10.354 13.335 11.473
123 H 16.106 15.738 15.611
124 H 9.807 15.861 12.824
125 H 12.553 14.953 10.106
126 H 22.921 19.794 12.503
127 H 16.391 15.328 8.037
128 H 16.725 14.763 12.958
129 H 12.773 9.197 17.906
130 H 15.152 15.285 10.570
131 H 15.481 13.439 14.995
132 H 14.551 15.259 6.401
133 H 15.752 9.983 17.278
134 H 11.516 9.485 12.923
135 H 19.869 14.717 10.835
136 H 10.867 19.130 12.329
137 H 21.007 15.579 13.999
138 H 16.250 15.735 18.411
139 H 11.796 16.015 14.250
140 H 24.321 18.099 13.259
141 H 17.544 15.596 10.533
142 H 12.912 12.967 13.254
143 H 20.267 19.389 12.451
144 H 22.004 13.441 17.399
145 H 11.692 17.727 17.320
146 H 23.593 12.975 15.529

Atom charges from the Löwdin analysis, given in e for atoms 1 to 5:
1 O 0.048
2 O 0.064
3 O 0.032
4 O 0.045
5 O 0.064

Question: What is the total energy in the second record?
Answer: -99011.1370 eV